No. 1
ORCA calculation (ωB97M-V/def2-TZVPD) on a 2-piece molecular cluster, C2H3NO3 overall at a distorted geometry.

Output
LUMO level (eV): 0.593
SMILES string: O=C(O)O.C#N
Calculated total energy (eV): -9754.8127
Highest occupied orbital energy (eV): -11.234
2S+1: 1
ΔE to the lowest compared entry with this formula, charge and spin (eV): 1.277

Last column: Mulliken charge in e.
Atoms and positions in Å:
O  -0.277  -0.866  0.088  -0.549
C  -1.121  0.029  -0.061  0.708
O  -0.963  1.277  -0.441  -0.400
O  -2.427  -0.235  0.067  -0.440
H  0.027  1.334  -0.350  0.338
H  -2.529  -1.129  -0.036  0.323
C  2.418  -0.187  0.268  0.173
N  2.459  0.947  0.495  -0.446
H  2.413  -1.170  -0.031  0.293

Cartesian forces (eV/Å) of the 6 atoms listed first:
O -1.13 2.22 -0.35
C -0.21 -3.02 -0.06
O 2.26 -0.24 0.74
O 0.30 3.93 0.10
H -0.75 0.78 -0.38
H -0.43 -3.77 -0.03

=====

No. 2
ORCA calculation (ωB97M-V/def2-TZVPD) on one molecule with the formula C2H3NO3 at a distorted geometry.

Output
LUMO level (eV): -0.120
SMILES string: C=C(O)[N+](=O)[O-]
Calculated total energy (eV): -9750.7127
Highest occupied orbital energy (eV): -10.271
2S+1: 1
ΔE to the lowest compared entry with this formula, charge and spin (eV): 5.377

Last column: Mulliken charge in e.
Atoms and positions in Å:
C  -1.182  0.627  -0.020  -0.896
C  -0.132  -0.157  0.070  0.552
O  -0.118  -1.474  0.153  -0.425
N  1.450  0.280  0.103  0.870
O  1.748  1.462  0.097  -0.538
O  2.211  -0.667  -0.017  -0.485
H  -2.118  0.264  -0.221  0.287
H  -1.086  1.650  0.086  0.308
H  -0.772  -1.985  -0.251  0.328

Cartesian forces (eV/Å) of the 6 atoms listed first:
C 2.37 0.27 0.18
C 1.23 -0.43 0.13
O 2.32 0.24 1.09
N -0.94 -0.55 -0.77
O -0.66 -1.02 0.31
O -0.71 1.32 0.41

=====

No. 3
ORCA calculation (ωB97M-V/def2-TZVPD) on one molecule with the formula C2H3NO3S at a distorted geometry.

Output
LUMO level (eV): 0.315
Calculated total energy (eV): -20587.4842
Highest occupied orbital energy (eV): -11.337
2S+1: 1
ΔE to the lowest compared entry with this formula, charge and spin (eV): 2.722

Last column: Mulliken charge in e.
Atoms and positions in Å:
C  -0.168  -0.165  -0.136  0.779
C  -0.776  -1.379  -0.668  -0.855
N  0.745  0.567  -0.660  -0.524
O  -0.448  0.619  1.036  -0.341
O  2.080  1.264  1.183  -0.461
O  0.372  2.781  0.938  -0.536
S  0.833  1.474  0.729  1.090
H  -0.924  -1.399  -1.790  0.302
H  -1.750  -1.659  -0.141  0.290
H  0.038  -2.103  -0.493  0.256

Cartesian forces (eV/Å) of the 6 atoms listed first:
C 0.57 3.56 -0.48
C -1.17 -1.27 0.18
N 0.30 -0.84 -2.13
O -2.30 -3.97 1.94
O 6.42 -2.46 3.34
O -1.06 1.67 -0.84

=====

No. 4
ORCA calculation (ωB97M-V/def2-TZVPD) on one molecule with the formula C2H3NO3S at a distorted geometry.

Output
LUMO level (spin up / spin down) (eV): -2.951 / -1.987
Calculated total energy (eV): -20584.6313
Highest occupied orbital energy (spin up / spin down) (eV): -10.603 / -10.010
2S+1: 1
ΔE to the lowest compared entry with this formula, charge and spin (eV): 5.575

Last column: Mulliken charge in e.
Atoms and positions in Å:
C  -0.283  0.675  -0.959  0.438
C  -0.003  1.374  0.200  -0.822
N  -0.620  -0.518  1.323  -0.410
O  -0.123  -0.580  -1.156  -0.334
O  -0.496  -2.689  0.350  -0.515
O  1.619  -1.396  0.469  -0.534
S  0.198  -1.443  0.397  1.119
H  -0.707  1.193  -1.823  0.378
H  0.816  1.031  0.816  0.383
H  -0.401  2.352  0.384  0.298

Cartesian forces (eV/Å) of the 6 atoms listed first:
C -0.39 0.19 -0.90
C 0.26 -1.65 0.86
N -0.45 1.55 0.18
O 0.21 -0.20 -0.06
O 0.19 0.19 -0.63
O 0.05 0.14 -0.49

=====

No. 5
ORCA calculation (ωB97M-V/def2-TZVPD) on an isolated ion of composition C2H3NOPS and charge +1 at a distorted geometry.

Output
Net charge: +1
<S²>: 2.02
LUMO level (spin up / spin down) (eV): -7.543 / -8.988
Calculated total energy (eV): -25770.8112
Highest occupied orbital energy (spin up / spin down) (eV): -12.989 / -14.693
2S+1: 3
ΔE to the lowest compared entry with this formula, charge and spin (eV): 1.560

Last column: Mulliken spin population.
Atoms and positions in Å:
C  -0.035  0.398  -0.243  0.084
C  0.938  -0.502  0.364  0.027
N  -0.076  1.616  -0.257  0.359
O  -0.468  2.706  -0.230  0.502
P  -1.258  -0.850  -1.371  0.207
S  -2.637  -1.296  -0.054  0.821
H  1.296  0.060  1.214  0.010
H  1.884  -0.760  -0.094  -0.001
H  0.356  -1.372  0.671  -0.009

Cartesian forces (eV/Å) of the 6 atoms listed first:
C -0.48 -1.50 -2.00
C 0.45 -0.22 1.21
N 0.51 -1.56 0.98
O -1.03 2.87 -0.63
P -0.71 0.50 1.10
S 0.92 0.42 -0.88

=====

No. 6
ORCA calculation (ωB97M-V/def2-TZVPD) on one molecule with the formula C2H3NOS at a distorted geometry.

Output
LUMO level (eV): 0.369
SMILES string: O=C1NCS1
Calculated total energy (eV): -16494.1286
Highest occupied orbital energy (eV): -9.866
2S+1: 1
ΔE to the lowest compared entry with this formula, charge and spin (eV): 1.070

Last column: Mulliken charge in e.
Atoms and positions in Å:
O  0.653  -1.934  -1.365  -0.360
C  0.377  -1.148  -0.579  0.386
N  -0.448  0.265  -0.704  -0.360
C  -0.223  0.695  0.679  -0.333
S  0.211  -1.125  1.231  -0.124
H  -0.231  0.891  -1.435  0.247
H  0.751  1.158  0.912  0.244
H  -1.089  1.199  1.260  0.301

Cartesian forces (eV/Å) of the 6 atoms listed first:
O 1.10 -1.59 -1.96
C -3.66 4.51 2.44
N 1.55 -3.32 1.68
C 0.00 -1.17 1.28
S -0.18 1.40 -0.92
H 0.51 0.84 -0.94

=====

No. 7
ORCA calculation (ωB97M-V/def2-TZVPD) on one molecule with the formula C2H3NOS at a distorted geometry.

Output
LUMO level (eV): -0.773
SMILES string: NC(=S)C=O
Calculated total energy (eV): -16493.3696
Highest occupied orbital energy (eV): -9.125
2S+1: 1
ΔE to the lowest compared entry with this formula, charge and spin (eV): 1.829

Last column: Mulliken charge in e.
Atoms and positions in Å:
N  0.033  1.133  -0.173  -0.397
C  -0.458  -0.006  -0.021  0.095
S  -1.991  -0.524  0.005  -0.323
C  0.536  -1.029  -0.103  0.172
O  1.663  -0.692  0.045  -0.488
H  -0.841  1.829  0.087  0.310
H  1.028  1.350  0.439  0.358
H  0.031  -2.060  -0.279  0.273

Cartesian forces (eV/Å) of the 6 atoms listed first:
N 0.92 9.30 3.63
C -2.61 -4.17 -0.50
S -1.26 0.14 0.16
C -0.47 -2.81 0.12
O 2.16 -1.02 0.08
H 3.27 -1.39 -1.04

=====

No. 8
ORCA calculation (ωB97M-V/def2-TZVPD) on C2H3NOS as an isolated structure at a distorted geometry.

Output
LUMO level (eV): -0.363
Calculated total energy (eV): -16491.9723
Highest occupied orbital energy (eV): -10.468
2S+1: 1
ΔE to the lowest compared entry with this formula, charge and spin (eV): 3.226

Last column: Mulliken charge in e.
Atoms and positions in Å:
C  -0.351  -0.213  -0.103  -0.499
C  0.538  0.547  0.541  -0.062
N  0.087  1.419  2.100  -0.317
O  -1.014  1.147  4.268  -0.468
S  -0.739  0.512  2.989  0.493
H  -0.035  -0.721  -1.094  0.218
H  -1.226  -0.460  0.427  0.248
H  1.475  0.978  0.403  0.388

Cartesian forces (eV/Å) of the 6 atoms listed first:
C 3.14 0.10 -0.92
C -3.47 0.94 3.09
N 0.87 -2.16 -3.51
O -0.28 -0.51 -0.24
S 0.44 0.75 0.46
H -0.79 0.97 1.83

=====

No. 9
ORCA calculation (ωB97M-V/def2-TZVPD) on C2H3NOS as an isolated structure at a distorted geometry.

Output
LUMO level (eV): -0.940
Calculated total energy (eV): -16491.9575
Highest occupied orbital energy (eV): -8.948
2S+1: 1
ΔE to the lowest compared entry with this formula, charge and spin (eV): 3.241

Last column: Mulliken charge in e.
Atoms and positions in Å:
C  -0.781  -0.834  -0.001  0.144
C  1.050  0.674  -0.045  0.014
H  -0.124  -1.801  0.814  0.260
H  -1.052  1.055  -0.474  0.319
H  1.243  1.822  0.171  0.291
N  -0.255  0.452  -0.040  -0.130
O  -2.053  -0.626  -0.238  -0.551
S  1.973  -0.743  -0.188  -0.349

Cartesian forces (eV/Å) of the 6 atoms listed first:
C -5.83 0.73 2.94
C 1.60 0.26 0.56
H -2.42 3.04 -3.17
H 2.15 -0.78 1.44
H 0.50 -2.52 -0.70
N -1.27 0.53 -1.62

=====

No. 10
ORCA calculation (ωB97M-V/def2-TZVPD) on one molecule with the formula C2H3NOS at a distorted geometry.

Output
LUMO level (eV): 0.707
SMILES string: C1=NOCS1
Calculated total energy (eV): -16492.5559
Highest occupied orbital energy (eV): -8.952
2S+1: 1
ΔE to the lowest compared entry with this formula, charge and spin (eV): 2.642

Last column: Mulliken charge in e.
Atoms and positions in Å:
C  -0.808  -0.798  -0.870  -0.074
N  -0.286  0.219  -1.412  -0.270
O  0.345  1.096  -0.428  -0.196
C  0.578  0.553  0.784  -0.267
S  -0.544  -0.989  0.905  -0.123
H  -1.455  -1.469  -1.326  0.397
H  1.736  0.039  0.831  0.208
H  0.433  1.348  1.515  0.325

Cartesian forces (eV/Å) of the 6 atoms listed first:
C 1.64 1.65 3.00
N 0.19 0.54 0.32
O -1.05 0.00 -2.63
C 2.91 -3.45 0.73
S 0.03 1.14 -0.68
H -0.75 -1.04 -1.23

=====

No. 11
ORCA calculation (ωB97M-V/def2-TZVPD) on a 2-piece molecular cluster, C2H3NOS overall at a distorted geometry.

Output
LUMO level (spin up / spin down) (eV): -0.182 / -0.182
SMILES string: N=C=O.C=S
Calculated total energy (eV): -16493.8665
Highest occupied orbital energy (spin up / spin down) (eV): -8.660 / -8.660
2S+1: 1
ΔE to the lowest compared entry with this formula, charge and spin (eV): 1.332

Last column: Mulliken charge in e.
Atoms and positions in Å:
N  2.916  -0.268  -0.216  -0.404
C  1.984  0.452  -0.087  0.492
O  0.977  0.986  -0.219  -0.372
H  3.530  -0.820  0.440  0.298
C  -2.403  -0.048  -0.029  -0.285
S  -1.206  -0.722  0.794  -0.181
H  -3.243  -0.610  -0.623  0.217
H  -2.554  1.030  -0.060  0.236

Cartesian forces (eV/Å) of the 6 atoms listed first:
N 3.55 -2.18 1.28
C -0.64 -0.92 -0.38
O -1.28 1.90 0.15
H -1.38 1.38 -1.20
C -1.56 -0.77 -0.84
S -0.64 -0.14 -0.18

=====

No. 12
ORCA calculation (ωB97M-V/def2-TZVPD) on one molecule with the formula C2H3NOS2 at a distorted geometry.

Output
LUMO level (eV): -0.438
SMILES string: S=CNOC=S
Calculated total energy (eV): -27327.6546
Highest occupied orbital energy (eV): -9.243
2S+1: 1
ΔE to the lowest compared entry with this formula, charge and spin (eV): 3.122

Last column: Mulliken charge in e.
Atoms and positions in Å:
S  -2.998  -0.225  -0.052  -0.279
C  -1.415  -0.405  -0.266  -0.044
N  -0.511  0.591  0.136  -0.279
O  0.785  0.651  -0.420  -0.121
C  1.624  -0.098  0.238  -0.047
S  3.239  -0.281  -0.130  -0.225
H  -1.025  -1.246  -0.760  0.326
H  -0.999  1.510  0.090  0.296
H  1.300  -0.498  1.165  0.372

Cartesian forces (eV/Å) of the 6 atoms listed first:
S -0.26 0.02 0.17
C 0.38 1.79 0.22
N -1.91 0.17 -0.01
O -1.23 0.33 -1.11
C 4.01 -0.38 0.28
S -2.12 0.28 -0.01